103
Properties=species:S:1:pos:R:3:forces:R:3 method="wB97M-V/def2-TZVPD" total_charge=-1 homo_energy_ev="-2.74 / -3.94" multiplicity=5 energy_ev=-60104.1469 s_squared=6.03
Ru -0.32034 -0.26868 0.44018 0.3275 0.0880 -0.7230
C 3.09500 5.23175 0.53225 -0.1061 -0.3592 0.4725
C 2.21451 5.69008 -0.61096 0.2046 1.3457 0.4307
C 1.94159 7.04720 -0.89819 -0.4382 -0.7736 -0.7897
C 1.11449 7.46280 -1.97555 0.9721 -1.2064 1.3266
C 0.57274 6.47248 -2.76328 -0.7865 -0.4083 -0.0387
C 0.81476 5.13842 -2.43227 -0.8712 -0.4888 -1.5373
C 1.59348 4.70406 -1.37413 0.1235 -0.7197 0.3778
N 1.82551 3.34896 -1.08013 0.3740 1.7748 -0.9935
C 0.91562 2.56106 -0.60548 0.1559 -0.6605 -0.1777
N -0.24451 3.13131 -0.04447 -0.8809 0.1524 0.5284
C -1.58330 2.70868 0.19472 1.0389 -0.6363 0.1728
C -1.87747 1.30944 0.23327 -0.4252 0.3249 -0.2251
C -3.22735 1.10429 0.19248 -0.4365 0.0568 0.5319
C -4.25283 2.00359 0.18653 0.4899 0.0154 0.2076
C -3.90976 3.31341 0.38963 -0.7719 1.2648 0.3831
C -2.56356 3.68837 0.50443 0.0739 0.1548 -0.8339
C -2.13661 5.10657 0.86654 -0.0571 -1.5593 1.0027
N 1.13279 1.25625 -0.57205 -1.3269 -0.7296 0.7459
C 2.36437 0.69124 -1.02810 -0.7861 0.8114 -0.6033
C 3.68730 1.31509 -0.52757 0.6657 0.0584 -3.1539
C 4.59956 0.09906 -0.48414 0.4399 1.0836 -0.6819
C 4.44956 -0.81539 -1.64749 -0.2439 0.2056 -2.7589
C 3.59314 -0.32017 -2.80963 1.2236 -0.9637 0.7072
C 2.50596 0.36553 -2.52654 -0.6422 1.6858 -0.0152
C 1.59782 0.92734 -3.59957 0.5143 0.2026 0.3918
H 3.84526 5.97244 0.87937 -0.5586 -0.3445 -0.2658
H 3.58021 4.28104 0.25301 0.0886 0.5354 -0.1080
H 2.46662 4.89965 1.38897 0.2865 0.4786 -0.2838
H 2.34174 7.80109 -0.26114 0.4328 0.4545 0.4394
H 0.90687 8.49331 -2.11647 -0.1186 0.7653 -0.1735
H -0.16848 6.69023 -3.55567 0.7369 -0.0631 0.3581
H 0.37445 4.38261 -3.09603 0.0953 0.1359 0.4276
H 3.94859 2.19170 -1.23683 -0.0790 -1.5217 1.5515
H -0.10717 4.12264 0.03980 -0.1266 0.1038 -0.0941
H -2.78267 -0.60244 0.07253 -0.8066 -1.0257 -0.5689
H -5.22972 1.61495 0.18910 -1.2565 0.0076 -0.2181
H -4.76529 4.03697 0.48587 1.2405 -0.4594 0.0093
H -2.97953 5.74940 1.06859 -0.2662 0.2007 -0.1915
H -1.48381 5.51711 0.12689 0.3571 0.5974 -0.5137
H -1.58026 5.00062 1.82039 -0.0379 0.3587 -0.4393
H 3.60314 1.53516 0.47965 -0.5430 1.3776 2.1075
H 5.75705 0.97645 0.70765 0.2107 0.4435 0.5942
H 5.27971 -1.47701 -1.96660 -0.6339 0.4477 0.7538
H 3.86218 -0.60449 -3.82069 -0.0564 -0.0711 -0.0067
H 1.71414 0.27182 -4.45884 -0.2002 0.1759 -0.3103
H 1.90422 1.95818 -3.85058 -0.0301 -0.3722 0.0068
H 0.55240 0.99665 -3.31389 -0.1167 -0.2493 0.2004
C 5.14085 -2.98631 0.26425 -0.7813 0.8332 -0.5812
C 3.73597 -2.40897 0.38866 0.0814 0.7088 -1.6627
C 3.26762 -2.21895 1.79735 1.1209 1.3349 0.3449
O 2.85714 -3.36170 -0.28271 4.1331 -0.8981 0.7095
C 3.65814 -1.03358 -0.38986 -0.0386 -3.0357 1.4417
O 5.88070 0.26799 0.08554 -0.5503 -0.6214 -0.2327
O 2.33769 -0.59158 -0.43797 0.5583 -1.1662 0.8541
H 5.18131 -3.91563 0.75178 -0.0231 -1.3228 0.8487
H 5.86520 -2.31923 0.71517 0.2544 0.1782 -0.1963
H 5.31756 -3.18909 -0.79220 0.3225 0.1877 0.1167
H 3.28012 -3.14999 2.30650 0.2912 -0.8248 0.6857
H 2.25801 -1.91124 1.75893 -1.2521 0.5395 0.0803
H 3.85035 -1.41246 2.33609 -0.4408 -0.9821 -0.4923
H 2.03756 -2.98343 -0.35592 -3.5539 1.6265 -0.2809
C -4.37756 0.02557 2.62393 0.1152 1.4471 0.2038
C -3.83566 -0.95834 1.69066 -0.4305 -0.8018 -0.9460
C -4.64037 -2.22718 1.56541 0.8168 0.1404 0.7336
O -3.75135 -0.31904 0.27112 2.7061 -0.0911 0.1461
H -4.61049 -0.46530 3.54333 0.1320 -0.3403 0.8091
H -5.32347 0.43721 2.27728 -0.0140 0.1278 -0.1711
H -3.64585 0.83609 2.77511 -0.4950 -0.1723 0.1731
H -2.80997 -1.21266 1.85272 0.6995 -0.0416 0.4301
H -5.67381 -2.01359 1.45477 -1.0670 0.1927 -0.5669
H -4.56410 -2.76736 2.51935 0.2338 0.1429 -0.1736
H -4.21926 -2.87578 0.81445 -0.2045 -0.1894 -0.3715
C -1.08556 -2.40183 3.58943 0.1181 0.3865 0.7871
C -1.00987 -3.82211 3.00947 0.2451 0.5317 0.7615
C 0.45146 -4.16015 2.72031 0.4161 -0.3142 -0.8119
C -1.81378 -3.98066 1.73008 0.1380 0.2680 -0.2616
C -2.78894 -4.96818 1.69565 0.8678 0.4446 0.3430
C -3.44187 -5.33616 0.54671 -0.9931 -0.7486 0.6515
C -3.11260 -4.70527 -0.63586 -0.7283 -0.7159 -0.9087
C -2.23877 -3.64690 -0.68817 0.7903 -0.4594 0.2044
C -1.94239 -3.16593 -2.10165 0.7756 -0.3069 -0.3306
C -2.58358 -1.84466 -2.45886 -0.9939 0.4146 0.5774
C -0.47204 -3.13843 -2.51639 0.6713 -0.4909 0.0363
C -1.53895 -3.19495 0.53123 -0.6251 -0.2815 -0.9501
N -0.74724 -2.12554 0.41536 -0.3068 0.2796 0.5838
H -0.43373 -2.25752 4.46512 0.0551 -0.3969 -0.1295
H -2.07445 -2.10954 3.97269 -0.0516 -0.1731 -0.4304
H -0.72803 -1.66673 2.86952 -0.2046 0.0105 -0.2077
H -1.36330 -4.52535 3.80618 -0.0732 0.4014 -0.7341
H 0.72030 -3.68495 1.76692 0.0330 -0.2096 0.1805
H 0.57629 -5.24406 2.60747 -0.0299 0.1432 -0.1100
H 1.20777 -3.82617 3.43386 -0.3638 0.1215 0.3714
H -2.96912 -5.47232 2.63306 -0.2198 -0.2492 0.1267
H -4.22266 -6.09465 0.64488 0.2763 0.0950 -0.4384
H -3.55669 -5.12439 -1.57786 0.3849 0.6698 0.8456
H -2.38635 -3.93616 -2.76339 0.0109 0.3428 0.3614
H -1.92510 -0.98878 -2.33621 0.2216 0.0742 0.0135
H -3.42713 -1.70183 -1.77245 -0.0610 0.1876 -0.3011
H -2.99961 -1.84016 -3.46454 0.1465 0.0329 -0.1929
H 0.14368 -2.38016 -2.02341 -0.1732 -0.3699 0.5164
H -0.39014 -2.83733 -3.54539 -0.2751 0.0654 -0.8478
H -0.00605 -4.14542 -2.48309 -0.1142 0.5793 0.3699